Model 1:
Below is C11H16N2O2 in the gas phase, with properties calculated with ωB97M-V/def2-TZVPD.

Structure (XYZ):
```
31
Properties=species:S:1:pos:R:3:mulliken_charge:R:1
C 0.1557 3.5265 -1.3114 -1.3859
C -0.0345 2.1267 -0.8660 0.3332
C -0.1608 1.0047 -1.5921 -0.5120
C -0.2578 -0.3659 -1.1571 0.4249
C 0.2256 -1.2877 -2.2669 -1.4960
C 0.2501 -0.5302 0.2948 1.2976
C 1.7762 -0.8281 0.3421 -1.2571
N -0.5787 -1.7826 0.9551 0.8488
N 0.1198 -2.7596 1.6204 -0.9866
C -1.9058 -1.6995 0.9055 -0.0559
O -2.5331 -0.7567 0.4523 -0.5738
C -0.0411 0.6999 1.1629 0.0534
C -0.0656 0.5433 2.6050 -0.5656
O 0.3874 -0.3603 3.2685 -0.5074
C -0.0330 1.9085 0.5557 -0.4531
H -0.4154 3.4726 -2.2876 0.3413
H 1.2534 3.6591 -1.6013 0.2573
H -0.3087 4.3826 -0.7195 0.3501
H -0.3068 1.2087 -2.6812 0.1976
H -1.4081 -0.5821 -1.0023 0.2763
H -0.3094 -2.3562 -2.0038 0.2819
H 1.3497 -1.3060 -2.3614 0.2452
H -0.2672 -1.1403 -3.2355 0.4926
H 1.9965 -1.9207 0.0720 0.3263
H 2.2623 -0.5477 1.3039 0.3498
H 2.0695 -0.1192 -0.5897 0.3214
H -0.4913 -3.5570 1.6935 0.2402
H 0.3103 -2.4545 2.5757 0.2391
H -2.4195 -2.4390 1.5725 0.3449
H -0.4097 1.4755 3.1075 0.2988
H -0.2099 2.7852 1.1885 0.2727
```

Properties
orbital gap	8.1	eV
E_HOMO	-8.27	eV
2S+1	1
total charge	0

***

Model 2:
Below is C11H16N2O2 in the gas phase, with properties calculated with ωB97M-V/def2-TZVPD.

Structure (XYZ):
```
31
Properties=species:S:1:pos:R:3:mulliken_charge:R:1
C -3.0857 1.2621 0.5716 -1.8546
C -1.9303 1.1780 -0.3143 0.9565
C -1.6382 2.0708 -1.2962 -1.1323
C -0.2286 2.1326 -1.9225 0.6787
C 0.3957 3.3342 -1.2419 -0.3092
O 0.8172 4.3445 -1.7764 -0.5196
C 0.5185 0.8364 -1.5907 -1.2087
N 0.3136 0.5165 -0.1895 0.1708
C 1.1170 -0.5414 0.4269 -0.0461
C 2.3634 0.0041 1.1154 -1.6328
C 0.2272 -1.3505 1.2474 0.7216
C 0.4255 -2.8137 1.4753 -1.4385
C -1.2070 -1.0102 0.6463 0.1132
O -2.2154 -1.6036 0.9270 -0.6602
N -1.0312 0.1264 -0.0571 0.1813
H -3.5164 0.2280 0.6066 0.3593
H -3.7756 1.9673 0.2957 0.4773
H -2.7515 1.3428 1.5530 0.3756
H -2.2315 2.9903 -1.3473 0.3297
H -0.2708 2.3133 -2.9837 0.4471
H 0.5207 3.2301 -0.2286 0.4937
H 0.1842 0.1347 -2.2829 0.3987
H 1.6483 0.9233 -1.7613 0.4209
H 1.5180 -1.1690 -0.3839 0.2485
H 2.6730 0.8422 0.5695 0.4524
H 3.0432 -0.7896 1.1711 0.4302
H 2.2787 0.2983 2.2109 0.3020
H 0.2190 -0.7155 2.2048 0.2509
H -0.4797 -3.3545 1.8383 0.3435
H 1.3042 -2.8820 2.2570 0.3277
H 0.7316 -3.3382 0.5576 0.3225
```

Properties
orbital gap	9.3	eV
E_HOMO	-8.64	eV
2S+1	1
total charge	0

***

Most favorable structure: model 2. The second most favorable one is 27.9 kcal/mol above it.

***

Model 1:
Below is 5 unconnected molecules or ions with the total composition CH11O4S, with properties calculated with ωB97M-V/def2-TZVPD.

Structure (XYZ):
```
17
Properties=species:S:1:pos:R:3:mulliken_charge:R:1
C -1.9932 3.3600 -0.7693 -0.8388
S -0.4947 2.6230 0.0335 -0.6588
H -2.7030 3.0581 -0.1448 0.2338
H -2.1045 2.9804 -1.7586 0.2459
H -2.0404 4.4439 -1.0074 0.2571
H 2.8985 0.6736 -0.2573 0.2836
H 1.5044 1.1542 0.2104 0.2292
O 2.1397 0.4612 0.3679 -0.6705
H -1.0323 0.7397 0.6873 0.1811
H -1.9059 -0.5322 0.7722 0.2665
O -0.9588 -0.2104 0.9473 -0.6062
H 1.6514 -3.9035 -0.3621 0.3581
H 0.7845 -5.2014 -0.6748 0.3044
O 1.7189 -4.8810 -0.4026 -0.6709
H 1.4289 -1.1652 0.7045 0.3835
H 0.1150 -1.6088 0.9534 0.3990
O 0.9914 -1.9915 0.7004 -0.6970
```

Properties
orbital gap	6.9	eV
E_HOMO	-3.31	eV
2S+1	1
total charge	-1

***

Model 2:
Below is 5 unconnected molecules or ions with the total composition CH11O4S, with properties calculated with ωB97M-V/def2-TZVPD.

Structure (XYZ):
```
17
Properties=species:S:1:pos:R:3:mulliken_charge:R:1
C -1.3353 1.5162 -0.7153 -0.6470
S -1.8077 1.7530 1.0618 -0.7154
H -2.2443 1.7638 -1.2597 0.2695
H -1.1869 0.4499 -0.8943 0.1599
H -0.4262 2.0819 -0.8973 0.2221
H 1.6160 0.7654 2.2062 0.2492
H 0.3897 1.2114 1.4114 0.2370
O 1.2785 0.7846 1.3042 -0.6482
H -1.7157 -0.2843 1.2811 0.2080
H -1.9696 -1.8594 1.5747 0.2081
O -1.4757 -1.2288 1.0504 -0.5450
H 3.1912 -2.5061 -2.1155 0.3399
H 2.9311 -1.7715 -3.4041 0.3218
O 3.4953 -2.4548 -3.0344 -0.6691
H 1.1634 -0.8603 0.2192 0.3827
H 0.1933 -1.7135 -0.5143 0.2683
O 1.1221 -1.4904 -0.5106 -0.6417
```

Properties
orbital gap	7.1	eV
E_HOMO	-3.39	eV
2S+1	1
total charge	-1

***

Most favorable structure: model 2. The second most favorable one is 18.5 kcal/mol above it.

***

Model 1:
Below is 5 unconnected molecules or ions with the total composition CH11O4S, with properties calculated with ωB97M-V/def2-TZVPD.

Structure (XYZ):
```
17
Properties=species:S:1:pos:R:3:mulliken_charge:R:1
C -0.8360 -2.5886 -0.5947 -0.8218
S 0.3816 -1.4286 0.0853 -0.6218
H -1.3973 -3.1351 0.1608 0.2247
H -1.5899 -1.9656 -1.0701 0.2266
H -0.3830 -3.1083 -1.4364 0.2726
H 0.6116 1.5853 2.1046 0.2443
H 0.2065 0.3933 1.2230 0.1957
O -0.0733 1.3089 1.4851 -0.5833
H 3.9933 -0.0541 -1.4838 0.2726
H 2.7226 -0.1356 -0.6453 0.2993
O 3.3024 0.4939 -1.1020 -0.6378
H -1.9683 -0.2868 0.2667 0.2703
H -2.9737 -0.6432 1.2936 0.3154
O -2.8513 -0.7061 0.3302 -0.6516
H 0.9439 3.0173 -0.1805 0.3436
H -0.4847 3.4517 -0.1293 0.3168
O 0.3955 3.8017 -0.3073 -0.6656
```

Properties
orbital gap	6.7	eV
E_HOMO	-3.10	eV
2S+1	1
total charge	-1

***

Model 2:
Below is 5 unconnected molecules or ions with the total composition CH11O4S, with properties calculated with ωB97M-V/def2-TZVPD.

Structure (XYZ):
```
17
Properties=species:S:1:pos:R:3:mulliken_charge:R:1
C 0.6296 1.8137 0.6363 -0.7972
S -0.1743 0.3103 1.3393 -0.7165
H 0.7020 2.5401 1.4884 0.2142
H -0.0288 2.4141 -0.0963 0.2191
H 1.5832 1.6486 0.0792 0.2494
H -2.9708 2.4241 0.3153 0.2921
H -2.1397 1.4555 1.1292 0.2482
O -2.7895 2.2805 1.2578 -0.6303
H -1.9568 -2.9484 1.0881 0.3056
H -2.0552 -1.9552 0.0434 0.3198
O -2.1658 -2.8700 0.1627 -0.6499
H 3.2909 0.3638 1.8919 0.2970
H 2.2300 -0.8043 2.3077 0.2906
O 3.0977 -0.6134 1.8166 -0.6421
H 2.1631 -1.3023 -5.3301 0.3273
H 1.3582 -0.2749 -5.9243 0.3143
O 1.4620 -1.2230 -6.0170 -0.6416
```

Properties
orbital gap	6.1	eV
E_HOMO	-3.17	eV
2S+1	1
total charge	-1

***

Most favorable structure: model 1. The second most favorable one is 12.1 kcal/mol above it.

***

Model 1:
Below is C10H11NO in the gas phase, with properties calculated with ωB97M-V/def2-TZVPD.

Structure (XYZ):
```
23
Properties=species:S:1:pos:R:3:mulliken_charge:R:1
C 2.5431 1.2097 0.1214 -1.6077
C 1.1972 0.6827 0.4152 1.0392
N 0.0994 1.5120 0.1712 -0.1757
C -1.1487 0.8901 0.2185 0.0763
C -2.3869 1.4766 0.1120 -0.4987
C -3.5517 0.6894 0.2406 -0.7844
C -3.3458 -0.6933 0.0971 -0.4801
C -2.0428 -1.3362 0.0740 -0.5837
C -0.9735 -0.5179 0.1214 0.2259
C 0.8281 -0.6898 0.3445 0.5957
C 1.6202 -1.8212 -0.0976 -1.2606
O 1.1143 -0.1466 1.6175 -0.6106
H 3.1026 0.8797 -0.8221 0.2981
H 3.2446 1.1791 0.8988 0.4115
H 2.2296 2.2001 -0.1121 0.4416
H 0.2127 2.5414 0.2463 0.2809
H -2.3983 2.5956 0.1561 0.2599
H -4.4534 1.0467 -0.0040 0.4678
H -4.2116 -1.2499 0.2232 0.4053
H -1.9124 -2.2824 -0.1424 0.5558
H 2.6314 -1.3959 0.1558 0.3982
H 1.3644 -1.9209 -1.1477 0.2591
H 1.5211 -2.7991 0.4476 0.2862
```

Properties
orbital gap	8.8	eV
E_HOMO	-7.88	eV
2S+1	1
total charge	0

***

Model 2:
Below is 2 unconnected molecules or ions with the total composition C10H11NO, with properties calculated with ωB97M-V/def2-TZVPD.

Structure (XYZ):
```
23
Properties=species:S:1:pos:R:3:mulliken_charge:R:1
C 3.3185 -0.3591 -0.4166 -0.4366
C 2.9426 0.8900 -0.8501 -0.3482
C 2.6228 -1.0304 0.5626 -0.4141
C 1.7892 1.4802 -0.3215 -0.4426
C 1.4845 -0.5084 1.1176 -0.5042
C 1.0291 0.6648 0.6284 0.2585
C -3.8327 0.4750 -0.7773 -0.8954
C -2.7338 0.6864 -0.0705 -0.0603
C -1.7131 -0.2303 -0.0088 0.5017
C -1.6186 -1.6378 0.1117 -1.1541
N -0.1714 1.0363 0.9368 0.0717
O -0.4928 2.2315 0.9171 -0.5536
H 4.1230 -0.9529 -0.8336 0.3554
H 3.5731 1.4252 -1.5738 0.3418
H 3.0404 -1.9942 0.9268 0.2999
H 1.1896 2.3677 -0.7222 0.3155
H 0.9352 -1.0180 1.8181 0.6988
H -4.4778 1.3199 -0.7462 0.2991
H -4.0231 -0.4574 -1.2537 0.2900
H -2.3745 1.6741 0.2033 0.3236
H -2.0563 -1.9897 0.9229 0.3383
H -0.5550 -1.9834 0.1869 0.2824
H -1.9988 -2.0894 -0.7580 0.4324
```

Properties
orbital gap (spin up / spin down)	6.7 / 7.8	eV
E_HOMO (spin up / spin down)	-7.28 / -7.94	eV
2S+1	1
total charge	0

***

Most favorable structure: model 1. The second most favorable one is 102.3 kcal/mol above it.